[1]
A cluster of 3 separate species, H7O3 in total at a distorted geometry, computed with wB97M-V/def2-TZVPD.

Energy above the lowest of the compared OMol25 structures with the same formula, charge and spin: 0.578 eV
F_max: 2.86 eV Å⁻¹
Energy: -229.640712 a.u.
Charge: +1

```
10
H7O3 wB97M-V/def2-TZVPD
O 1.58899 -1.67523 -0.91877
O -1.06317 1.93252 1.05578
O -0.25737 -0.26852 0.18000
H -0.99482 -0.31420 -0.46648
H -1.56007 2.58261 0.53234
H -0.50697 0.67100 0.60085
H 1.62555 -2.66876 -1.06641
H 0.52655 -0.81972 -0.21602
H 2.22589 -1.30301 -1.64326
H -1.58458 1.86332 1.94198
```

[2]
A structure of composition C16H14ClFMn at a distorted geometry, computed with wB97M-V/def2-TZVPD.

F_max: 2.18 eV Å⁻¹
Energy: -2329.097793 a.u.
Charge: -2
Spin multiplicity: 6
⟨S²⟩: 8.758

```
33
C16H14ClFMn wB97M-V/def2-TZVPD
Mn 0.08873 -0.45170 -0.79536
Cl 0.24653 -2.40190 0.74534
F -0.40087 1.71480 5.28524
C -1.76017 0.68440 -1.76616
C -1.54477 -1.56750 -2.12896
C 0.88893 1.27590 1.88914
C 2.43753 -0.33080 -0.52696
C -1.07867 -0.08090 2.17524
C -2.30637 -0.00130 -0.65766
C -1.20267 0.37060 3.49134
C 2.06333 0.89260 -1.12446
C 1.57583 0.61420 -2.40836
C -1.31217 -0.28910 -2.68626
C -0.03657 0.36650 1.32564
C -0.28467 1.27860 4.00674
C -2.17617 -1.37600 -0.88126
C 1.66533 -0.78420 -2.61846
C 2.20533 -1.36470 -1.46236
C 0.76213 1.72660 3.20744
H 2.74393 -0.46430 0.49454
H 1.32913 -1.31800 -3.49196
H -1.80247 -0.80280 1.83264
H -1.67037 1.75300 -1.86696
H 1.48583 2.42390 3.61044
H -2.64957 0.45630 0.25164
H 2.32483 -2.41640 -1.27526
H -2.01147 0.00770 4.11274
H 2.05423 1.84950 -0.63536
H 1.15703 1.33360 -3.09286
H -0.85357 -0.09050 -3.63886
H -2.40297 -2.14950 -0.17096
H -1.26367 -2.51510 -2.55696
H 1.72853 1.65650 1.35734
```

[3]
The molecule C7H12, computed with wB97M-V/def2-TZVPD.

Energy above the lowest of the compared OMol25 structures with the same formula, charge and spin: 2.081 eV
F_max: 0.74 eV Å⁻¹
Energy: -273.832072 a.u.
SMILES: CC#CCCCC

```
19
C7H12 wB97M-V/def2-TZVPD
C -2.88466 0.01542 0.29394
C -0.58766 0.94076 -0.37741
C -1.55166 -0.24711 -0.39748
C 3.05552 -0.90584 1.23677
C 0.64500 0.63255 -1.25798
C 2.58249 0.12670 0.32858
C 1.88867 0.68307 -0.48393
H -2.74541 0.25274 1.35570
H 3.36001 -1.77988 0.65170
H 0.64094 1.17414 -2.20369
H -1.08826 1.85659 -0.71505
H -1.72987 -0.53783 -1.44199
H -0.26596 1.12554 0.65503
H -3.40381 0.86033 -0.17438
H 3.86712 -0.59789 1.88904
H -1.05033 -1.10656 0.07392
H 2.19666 -1.19865 1.85193
H -3.53871 -0.86146 0.22772
H 0.60991 -0.43261 -1.51239
```

[4]
The molecule C7H10Cl4 at a distorted geometry, computed with wB97M-V/def2-TZVPD.

Energy above the lowest of the compared OMol25 structures with the same formula, charge and spin: 2.903 eV
F_max: 6.32 eV Å⁻¹
Energy: -2113.355858 a.u.

```
21
C7H10Cl4 wB97M-V/def2-TZVPD
Cl 1.27312 2.27785 -0.92359
Cl 0.88319 0.99523 2.91112
Cl -1.40527 -0.62170 2.14359
Cl 1.77732 -2.39738 2.23004
C -1.31261 2.11129 0.16676
C 0.62825 -1.71085 -0.18420
C 0.21942 -0.21146 1.85377
C -0.24764 1.36445 -0.61116
C 0.36610 -0.96750 -1.45717
C 1.03590 -0.89740 1.07378
C -0.64097 0.22601 -1.38449
H -0.14520 -2.47671 0.02724
H 1.93959 -0.26995 0.86210
H -0.88763 2.54988 1.17240
H -2.04702 1.37076 0.37916
H -1.62140 2.94987 -0.28612
H 1.34619 -0.51361 -1.91864
H -0.18648 -1.63752 -2.10942
H -0.77920 0.36923 -2.49630
H 1.50431 -2.37747 -0.44123
H -1.69996 -0.13301 -1.00763
```

[5]
A structure of composition C49H63N2OP2PtTe, computed with wB97M-V/def2-TZVPD.

Energy above the lowest of the compared OMol25 structures with the same formula, charge and spin: 0.501 eV
F_max: 0.65 eV Å⁻¹
Energy: -3159.177272 a.u.
Charge: +2
Spin multiplicity: 6
⟨S²⟩: 8.813

```
119
C49H63N2OP2PtTe wB97M-V/def2-TZVPD
Pt -0.08741 1.74654 0.11455
Te 0.43631 -2.73109 0.57119
P 0.05511 3.69282 1.50825
P -0.88279 1.67569 -2.07297
O 2.34698 -1.44614 1.53011
N -2.19439 2.42277 0.41990
N 0.78520 -0.14625 0.52615
C -2.52008 2.44515 -1.94121
C -2.05126 -6.26075 -0.10114
C 3.52352 -4.17565 -2.11593
C 1.47454 3.58933 2.67497
C 4.98640 -6.20985 -2.22101
C 3.95180 2.65691 -0.19602
C -0.89965 -4.37414 0.78245
C -0.70945 6.38791 1.69600
C 4.80935 1.95678 1.94023
C -1.20557 -5.17988 -0.31871
C 3.89792 0.91409 1.97564
C 4.83168 2.83343 0.86094
C 2.47274 -4.95505 0.34613
C 0.19284 2.50201 -3.32507
C 3.95882 -5.36050 -1.53765
C 1.80216 4.86432 3.45427
C -1.13455 -3.71814 3.22192
C 1.31987 2.38591 3.60731
C -3.68551 2.38019 2.38237
C -4.55738 3.36058 -2.86118
C 2.98682 0.75528 0.93607
C -4.23362 3.40754 -0.48073
C 2.02898 -3.79261 -0.29355
C -2.28189 -5.69500 2.20830
C -3.00152 2.73188 -0.62727
C -2.90785 3.46300 4.38757
C -3.31849 2.74744 -3.03068
C -1.44274 -4.59999 2.04681
C 0.00612 5.38831 0.78792
C 2.00194 -5.41435 1.69330
C -1.79721 -0.23906 -3.98306
C -2.58706 -6.54271 1.15110
C -2.49444 2.73466 1.74980
C -0.58674 5.40328 -0.61561
C 2.18759 -2.09356 -2.20043
C -1.71597 3.79988 3.76236
C 1.99156 -0.36482 1.00535
C -3.48763 -7.72542 1.34066
C 1.26356 1.50028 -3.77323
C -1.22148 -0.06239 -2.57767
C -0.45895 3.18373 -4.52557
C 3.03353 1.61506 -0.16071
C -2.12401 -0.72599 -1.53927
C -0.68912 -4.94314 -1.70874
C 2.56880 -3.37167 -1.51092
C -3.87792 2.73881 3.70558
C 3.43428 -5.72096 -0.30366
C -4.99822 3.70400 -1.58837
C -1.47859 3.41544 2.44807
H -1.65140 5.16488 -0.59805
H -2.30621 -6.89720 -0.93965
H 3.94271 -3.86427 -3.06503
H 3.79345 -6.62052 0.17986
H 1.69549 0.93679 -2.94511
H -4.79143 2.45489 4.20790
H -2.98108 2.52703 -4.03162
H -0.08573 4.69068 -1.26981
H 1.01021 5.15119 4.14477
H -1.87186 -1.30555 -4.20210
H -1.37482 -5.37600 -2.43498
H 2.31271 3.39039 1.99599
H 4.00022 3.30789 -1.05798
H -3.07511 3.75570 5.41418
H 1.73550 -4.58382 2.35265
H 2.69695 4.68213 4.05155
H 1.06530 5.66523 0.72304
H 0.32505 3.64075 -5.13003
H 1.87877 -2.28575 -3.22867
H 5.55627 3.63539 0.83389
H 0.61347 2.59289 4.40930
H -0.23308 -0.53633 -2.53999
H -4.40360 -7.60762 0.76156
H 3.88052 0.21710 2.80193
H 5.26135 -7.06609 -1.61088
H 2.39940 1.42726 -1.02767
H -1.70501 -4.03352 4.09311
H -0.47888 6.39995 -1.04280
H 5.51661 2.07828 2.74703
H -2.70479 -5.89344 3.18498
H -3.76108 -7.85340 2.38514
H -0.58712 -3.87933 -1.94456
H 2.79905 -5.96727 2.18792
H -0.99215 2.48292 -5.16587
H -1.14015 3.97765 -4.22638
H -0.64028 7.38494 1.26197
H -1.76622 6.13789 1.79045
H 0.29009 -5.40220 -1.85211
H -3.00218 -8.63921 1.00009
H 3.04570 -1.41939 -2.23564
H -5.93973 4.21720 -1.46486
H -0.07613 -3.75550 3.49246
H 4.60878 -6.57905 -3.17512
H 2.01334 5.71354 2.80588
H -5.16106 3.59281 -3.72583
H -0.28264 6.43064 2.69548
H 0.68219 3.28127 -2.73190
H -1.17814 0.20909 -4.75775
H -2.20891 -1.79097 -1.75969
H -4.56672 3.71409 0.49772
H -3.13052 -0.30615 -1.57728
H 5.88894 -5.63520 -2.42832
H -1.74187 -0.61372 -0.52114
H -4.43032 1.80553 1.85112
H 0.97865 1.49039 3.08496
H 0.85507 0.78469 -4.48488
H -2.80360 0.17208 -4.05450
H 1.38215 -1.56186 -1.69193
H 1.13471 -6.07202 1.61118
H 2.07218 2.03341 -4.27117
H 2.28286 2.16226 4.06430
H -1.39128 -2.67278 3.02408
H -0.97152 4.35541 4.31396
```

[6]
The molecule C4H6P2 at a distorted geometry, computed with wB97M-V/def2-TZVPD.

Energy above the lowest of the compared OMol25 structures with the same formula, charge and spin: 2.658 eV
F_max: 4.53 eV Å⁻¹
Energy: -838.558456 a.u.
SMILES: C1=[PH]=P2=C[C@H]2C1

```
12
C4H6P2 wB97M-V/def2-TZVPD
P 2.08206 0.96222 0.20912
P 1.91909 -1.26922 0.08559
C 0.20708 1.18791 0.23622
C -0.53711 -0.07782 0.37698
C 0.23549 -0.91480 -0.59469
C 0.87840 0.99931 -1.07445
H -0.32200 2.05349 0.62522
H -0.31440 -1.75646 -1.01042
H 0.41122 1.34455 -1.98789
H -0.74899 -0.66840 1.33098
H 1.62902 -1.52028 1.61374
H -1.53432 0.21604 -0.13364
```

Among the records above, which one has the highest energy?
H7O3

Which of these has the lowest energy?
C49H63N2OP2PtTe

The lowest energy belongs to which entry?
C49H63N2OP2PtTe

Repeat the first record exactly.
A cluster of 3 separate species, H7O3 in total at a distorted geometry, computed with wB97M-V/def2-TZVPD.

Energy above the lowest of the compared OMol25 structures with the same formula, charge and spin: 0.578 eV
F_max: 2.86 eV Å⁻¹
Energy: -229.640712 a.u.
Charge: +1

```
10
H7O3 wB97M-V/def2-TZVPD
O 1.58899 -1.67523 -0.91877
O -1.06317 1.93252 1.05578
O -0.25737 -0.26852 0.18000
H -0.99482 -0.31420 -0.46648
H -1.56007 2.58261 0.53234
H -0.50697 0.67100 0.60085
H 1.62555 -2.66876 -1.06641
H 0.52655 -0.81972 -0.21602
H 2.22589 -1.30301 -1.64326
H -1.58458 1.86332 1.94198
```